# C6H8FIO3

An isolated molecule of C6H8FIO3 (wB97M-V/def2-TZVPD, OMol25).

Summary:
* LUMO level: 0.246 eV
* ΔE to the lowest compared entry with this formula, charge and spin: 1.081 eV
* gap between HOMO and LUMO: 9.624 eV
* SMILES: CCOC(=O)/C=C(\O)[C@H](F)I
* calculated total energy: -23309.683 eV

Each line ends with the Mulliken charge.
Atoms and positions in Å:
C 1.06 -2.05 -0.49  -0.888
C 0.01 -1.70 0.60  -0.244
O 0.18 -0.20 0.73  -0.337
C -0.55 0.62 0.00  1.009
O -0.99 0.31 -1.09  -0.718
C -0.72 2.01 0.55  -0.799
C -1.34 2.85 -0.27  0.008
O -1.93 2.59 -1.39  -0.501
C -1.48 4.65 0.18  -0.103
F -0.72 4.90 1.24  -0.229
I -3.58 4.90 0.65  0.066
H 2.10 -1.54 -0.26  0.241
H 1.22 -3.10 -0.30  0.362
H 0.73 -1.77 -1.61  0.235
H 0.36 -1.99 1.70  0.245
H -1.02 -2.06 0.30  0.299
H -0.24 2.10 1.41  0.583
H -1.85 1.63 -1.46  0.419
H -1.04 5.29 -0.69  0.352